1.
Molecular formula: C6H10N
Method: DFT, ωB97M-V/def2-TZVPD

Cartesian coordinates (Å):
C 2.576518 -0.933275 -0.227736
C 1.354364 -0.793321 0.282974
C 0.142165 0.048722 -0.337133
C 0.506709 1.515998 -0.126729
N -1.220685 -0.102995 0.080446
C -2.291686 0.601724 0.239187
C -2.476667 -0.882329 0.294570
H 2.888374 -0.219542 -1.048349
H 3.431034 -1.533882 0.207325
H 1.031578 -1.507226 1.069476
H 0.010913 -0.209905 -1.409942
H 0.001595 2.236547 -0.835152
H 1.529119 1.411060 -0.313581
H 0.431493 1.815040 0.889580
H -2.489143 1.611784 0.427463
H -2.589238 -1.523657 1.278112
H -2.836436 -1.534745 -0.470503

Forces on atoms 1 to 6 (eV/Å):
0.858 1.734 -0.505
-2.172 -2.119 0.359
2.135 0.386 -0.612
-1.178 0.012 -1.830
-3.428 0.755 1.129
3.046 -3.781 0.159

The value obtained for the gap between HOMO and LUMO is 8.8425 eV. The SMILES is C=C[C@H](C)[N+]1=CC1. The value obtained for the energy above the lowest of the compared OMol25 structures with the same formula, charge and spin is 331.7 kJ/mol. As for the net charge: +1.

=====

2.
Molecular formula: C6H9NO
Method: DFT, ωB97M-V/def2-TZVPD

Cartesian coordinates (Å):
C 1.677115 -1.052328 -0.087734
C -0.600803 -0.344387 -0.934826
C -1.721825 -0.664782 -0.000790
C -0.474160 -0.368401 1.071288
C -0.069586 1.083025 0.823435
C -0.337433 1.158321 -0.572279
H 1.984134 -1.018795 -1.242577
H 2.030866 -0.032235 0.608664
H 2.225874 -2.103439 0.854608
H -0.743394 -0.739121 -2.010322
H -2.267026 -1.484959 -0.121014
H -2.379025 0.103809 -0.184568
H -0.780139 -0.599536 2.265981
H -0.333393 1.925314 1.317899
H -0.758337 1.809899 -1.184962
N 0.256220 -0.982348 -0.065871
O 1.048380 1.268351 -0.204647

Forces on atoms 1 to 6 (eV/Å):
2.541 0.915 3.113
-1.038 -0.103 -2.911
2.836 4.634 1.222
-2.674 -1.069 1.543
0.128 -1.210 -2.427
2.585 -3.593 -1.123

The value obtained for the gap between HOMO and LUMO is 8.8342 eV. The value obtained for the energy above the lowest of the compared OMol25 structures with the same formula, charge and spin is 841.5 kJ/mol.

=====

3.
Molecular formula: C24H44BClN2O4P2Pm
Method: DFT, ωB97M-V/def2-TZVPD

Cartesian coordinates (Å):
Pm -0.544147 -2.097348 0.406563
C 3.134575 -0.240831 -2.981145
C 1.735876 0.388308 -3.057973
C 1.458081 0.888648 -4.475607
C 1.728771 1.591248 -2.110405
P 0.505872 -0.846910 -2.419427
C -1.153602 -0.074274 -2.768180
N -1.654803 0.577770 -1.566809
B -1.729975 -0.036886 -0.261475
N -1.955199 1.076468 0.636072
C -1.891878 1.023878 2.081732
P -0.410411 0.050874 2.625152
C -0.940497 -0.489196 4.322096
C -1.663593 0.601879 5.126451
C -1.907226 -1.662977 4.105511
C 0.261874 -1.005359 5.118875
C 0.989590 1.245635 2.645291
C 0.897494 2.315014 3.732034
C 2.298738 0.453836 2.794660
C 0.994421 1.923920 1.276716
C -2.071690 2.262481 -0.101125
C -2.315018 3.567731 0.303768
C -2.347012 4.562552 -0.668460
C -2.155049 4.256680 -2.015361
C -1.926383 2.947603 -2.424499
C -1.878334 1.955751 -1.455638
C 0.569401 -2.435665 -3.384609
C -0.784369 -3.118209 -3.194581
C 0.874496 -2.346308 -4.882435
C 1.647964 -3.317490 -2.730501
H 3.881557 0.528304 -3.196722
H 3.348211 -0.635776 -1.983820
H 3.277050 -1.044593 -3.705641
H 2.245942 1.602682 -4.735477
H 1.470178 0.100604 -5.224462
H 0.512381 1.426322 -4.551460
H 2.446423 2.326732 -2.487408
H 0.757290 2.085450 -2.041819
H 2.046272 1.307610 -1.112154
H -1.075215 0.655701 -3.570659
H -1.841959 -0.839285 -3.114927
H -1.842349 2.030807 2.500311
H -2.777206 0.557531 2.509430
H -2.568129 0.961447 4.636358
H -1.972848 0.172689 6.083483
H -1.032051 1.461357 5.345347
H -2.696189 -1.446744 3.380856
H -1.382966 -2.564295 3.787494
H -2.408458 -1.894399 5.048943
H 0.913130 -0.195466 5.449878
H -0.102016 -1.519444 6.013116
H 0.862937 -1.722141 4.553252
H 1.034413 1.909466 4.734775
H 1.696320 3.043530 3.561602
H -0.048251 2.860680 3.704977
H 2.386164 -0.048264 3.758042
H 2.410484 -0.301002 2.010910
H 3.140897 1.145317 2.702779
H 0.190870 2.651998 1.166760
H 1.946676 2.450230 1.156888
H 0.898980 1.208612 0.462473
H -2.484274 3.817196 1.344758
H -2.534903 5.587056 -0.375262
H -2.195444 5.044644 -2.755975
H -1.796234 2.717966 -3.475609
H -1.551376 -2.726183 -3.861424
H -0.695030 -4.191963 -3.369782
H -1.190098 -2.982953 -2.187100
H 0.128786 -1.751931 -5.416442
H 1.859900 -1.926684 -5.084251
H 0.858451 -3.353337 -5.310688
H 1.497748 -3.470170 -1.661205
H 1.640983 -4.307845 -3.194123
H 2.647221 -2.900605 -2.852358
O -0.193946 -5.700721 1.978974
Cl -0.320958 -4.450691 1.362664
O 0.630978 -3.423238 1.893265
O -0.126347 -4.455436 -0.104271
O -1.661963 -3.819587 1.549014

Forces on atoms 1 to 6 (eV/Å):
0.238 3.759 -1.863
0.072 -0.025 -0.116
0.299 -0.025 0.069
0.103 0.078 -0.103
-0.016 0.128 -0.091
-0.455 -0.129 0.537

The value obtained for the gap between HOMO and LUMO (alpha / beta) is 6.9986 / 7.2316 eV. As for the spin multiplicity: 5. The value obtained for the energy above the lowest of the compared OMol25 structures with the same formula, charge and spin is 53.2 kJ/mol. As for the net charge: +1.

=====

4.
Molecular formula: C2H2O3S
Method: DFT, ωB97M-V/def2-TZVPD

Cartesian coordinates (Å):
O -0.704252 -1.579597 0.287344
C -0.761227 -0.401786 0.048309
O -1.800042 0.337543 -0.281697
C 0.552063 0.464579 0.048482
O 0.619173 1.672429 0.194515
S 1.963453 -0.598506 -0.172652
H -2.620961 -0.227767 -0.414386
H 2.751796 0.333104 0.290083

Forces on atoms 1 to 6 (eV/Å):
-0.515 0.626 -0.249
1.178 -0.049 0.013
-1.714 -0.699 -0.372
0.167 1.311 0.243
-0.490 -2.125 -0.153
-0.773 -0.537 0.024

The value obtained for the gap between HOMO and LUMO is 9.8874 eV. The SMILES is O=C(O)C(=O)S. The value obtained for the energy above the lowest of the compared OMol25 structures with the same formula, charge and spin is 54.2 kJ/mol.

=====

5.
Molecular formula: C22H42BrFN2O9S2
Method: DFT, ωB97M-V/def2-TZVPD

Cartesian coordinates (Å):
H 4.616044 -2.346942 -0.457318
N 3.973246 -2.350020 -1.255195
C 3.207229 -1.362611 -1.214519
C 2.238134 -1.234473 -2.376381
C 3.336529 -0.311795 -0.091945
C 2.812169 -0.654048 1.336095
C 3.937123 -0.122364 2.300708
O 1.702369 0.016017 1.827167
C 0.469408 0.076821 1.135346
C 0.344569 1.265794 0.126312
O 0.142644 0.827637 -1.196373
C -0.727136 1.701903 -1.895621
C -0.065933 -1.229956 0.521183
C -1.549415 -1.252424 0.234050
O -2.197121 -0.403042 -0.179030
Br -2.446668 -2.964257 0.643023
C -0.557519 0.464874 2.268425
C 0.085777 1.674432 3.066383
S -1.154405 2.956186 3.526298
C -1.894558 3.508199 1.967753
C -3.051242 4.491299 2.226668
N -0.736950 -0.647499 3.195728
C -1.688699 -0.352171 4.274856
C -2.051069 -1.629174 5.064512
C -2.956900 -2.528532 4.231192
O -3.980051 -3.123582 5.012478
C -4.972487 -3.626209 4.113591
S 2.866320 -2.471096 1.788969
O 4.204172 -2.887181 1.957989
O 2.137851 -2.561390 2.998617
F 2.132859 -3.373017 0.739836
H 2.051082 -0.185321 -2.593850
H 2.760992 -1.640258 -3.242733
H 1.337459 -1.832721 -2.258178
H 4.406854 -0.124685 -0.031585
H 2.931102 0.623904 -0.478271
H 3.859097 0.962684 2.293712
H 4.910965 -0.487053 2.002363
H 3.679573 -0.489669 3.294366
H 1.268070 1.859203 0.234965
H -0.470508 1.937108 0.399115
H -1.710206 1.765600 -1.418306
H -0.262137 2.694708 -1.943285
H -0.888324 1.337672 -2.909721
H 0.451075 -1.544416 -0.386822
H 0.105399 -2.020195 1.252030
H -1.485659 0.858268 1.871200
H 0.839705 2.206607 2.482393
H 0.543400 1.321181 3.986144
H -2.296166 2.699274 1.351977
H -1.150939 4.055083 1.379302
H -3.858773 3.943213 2.708897
H -3.371287 4.854262 1.248731
H -2.729464 5.367322 2.787998
H 0.152678 -0.852079 3.644914
H -2.571552 0.120802 3.839270
H -1.286537 0.343331 5.027765
H -1.098418 -2.100184 5.320053
H -2.535429 -1.292381 5.981899
H -3.409132 -1.908260 3.444573
H -2.361854 -3.292861 3.717738
H -4.448571 -4.103867 3.276473
H -5.532676 -2.780980 3.695329
H -5.610570 -4.331428 4.637718
C 2.755110 0.259257 -7.513229
C 2.324033 1.553491 -6.854947
O 0.938343 1.839733 -7.096454
C 0.069049 1.112649 -6.393993
O 0.342503 0.264108 -5.582799
O -1.163849 1.476441 -6.758637
C -2.203948 0.704699 -6.153895
H 2.523738 0.278510 -8.579362
H 3.826650 0.104378 -7.385395
H 2.233097 -0.595569 -7.084956
H 2.880249 2.384887 -7.285241
H 2.525833 1.546861 -5.782940
H -2.116026 0.706029 -5.068992
H -2.182025 -0.315792 -6.534237
H -3.148291 1.165070 -6.431892

Forces on atoms 1 to 6 (eV/Å):
0.023 -0.197 -0.132
1.119 -0.919 0.312
-0.816 0.476 -0.091
0.867 0.432 -0.118
-0.624 -0.379 -1.153
1.971 1.192 -0.332

The value obtained for the gap between HOMO and LUMO is 8.7740 eV. The SMILES is [H]/N=C(/C)C[C@@](C)(O[C@@](COC)(CC(=O)Br)[C@H](CSCC)NCCCOC)S(=O)(=O)F.CCOC(=O)OC.